# 1
Density functional theory data (wB97M-V/def2-TZVPD) for a molecular structure, C35H53N4OOsP2S in a non-equilibrium geometry.

Element x y z (Å)
C: -1.185 -1.630 -2.060
C: 0.785 -2.701 -1.319
C: -1.344 -2.565 -3.075
C: 0.565 -3.748 -2.255
C: -0.487 -3.662 -3.143
H: -2.185 -2.428 -3.752
H: 1.293 -4.560 -2.269
H: -0.652 -4.438 -3.890
N: -0.160 -1.692 -1.190
P: -2.297 -0.206 -0.035
P: 2.324 -1.019 0.219
C: -2.185 -0.512 -1.853
H: -1.858 0.410 -2.356
H: -3.158 -0.779 -2.280
C: 1.949 -2.584 -0.548
H: 2.649 -3.418 -0.558
C: 3.471 -0.152 -1.059
C: 3.388 -1.514 1.720
C: -3.256 1.423 0.099
C: -3.435 -1.683 0.448
C: 3.544 1.343 -0.705
H: 4.113 1.519 0.216
H: 4.052 1.868 -1.528
H: 2.551 1.783 -0.584
C: 4.890 -0.739 -1.089
H: 5.454 -0.558 -0.168
H: 4.880 -1.811 -1.325
H: 5.438 -0.237 -1.902
C: 2.904 -0.337 -2.476
H: 3.421 0.360 -3.154
H: 3.068 -1.355 -2.851
H: 1.837 -0.113 -2.528
C: 4.094 -0.258 2.255
H: 3.376 0.556 2.430
H: 4.559 -0.514 3.219
H: 4.888 0.100 1.592
C: 2.493 -2.078 2.830
H: 1.820 -1.319 3.241
H: 1.907 -2.940 2.488
H: 3.142 -2.421 3.651
C: 4.383 -2.634 1.393
H: 5.128 -2.365 0.644
H: 4.924 -2.869 2.321
H: 3.862 -3.540 1.067
C: -3.896 -1.461 1.898
H: -4.391 -2.382 2.241
H: -3.055 -1.277 2.578
H: -4.626 -0.647 1.985
C: -2.705 -3.038 0.356
H: -2.493 -3.315 -0.683
H: -1.781 -3.077 0.935
H: -3.380 -3.803 0.770
C: -4.659 -1.853 -0.467
H: -5.236 -2.706 -0.080
H: -5.333 -0.995 -0.481
H: -4.382 -2.095 -1.500
C: -2.535 2.524 -0.693
H: -2.552 2.333 -1.774
H: -3.061 3.476 -0.519
H: -1.495 2.652 -0.376
C: -3.269 1.808 1.579
H: -2.247 1.826 1.963
H: -3.700 2.815 1.688
H: -3.854 1.120 2.199
C: -4.695 1.329 -0.417
H: -4.748 0.960 -1.450
H: -5.338 0.729 0.239
H: -5.118 2.346 -0.413
Os: 0.044 -0.319 0.466
C: -0.426 -1.341 1.909
O: -0.771 -1.956 2.864
N: 0.345 1.184 -1.049
C: 0.399 1.725 -2.097
C: 0.570 2.561 -3.218
C: 0.357 3.956 -3.103
C: 0.966 2.022 -4.469
C: 0.528 4.783 -4.213
H: 0.067 4.370 -2.134
C: 1.148 2.864 -5.565
H: 1.125 0.945 -4.556
C: 0.922 4.241 -5.443
H: 0.356 5.857 -4.119
H: 1.466 2.443 -6.521
H: 1.056 4.892 -6.310
C: 0.560 0.063 5.080
N: -0.204 1.199 4.586
C: -1.041 1.956 5.397
C: -1.488 2.997 4.665
N: -0.918 2.865 3.411
C: -0.138 1.744 3.343
S: 0.808 1.307 1.980
H: 0.229 -0.866 4.613
H: 1.626 0.219 4.892
H: 0.376 0.007 6.155
H: -1.216 1.694 6.424
H: -2.115 3.831 4.917
H: -1.036 3.506 2.633

Properties
Energy above the lowest of the compared OMol25 structures with the same formula, charge and spin ... 0.00 kcal per mole
E_HOMO (spin up / spin down) ... -13.103 / -16.755 eV
Multiplicity ... 5
Expectation value of S² ... 6.05
Calculated total energy ... -77017.898 eV
Net charge ... +3

# 2
Density functional theory data (wB97M-V/def2-TZVPD) for 2 unconnected molecules or ions with the total composition C5H13NO2 in a non-equilibrium geometry.

Element x y z (Å)
C: -0.898 0.902 -2.808
C: -1.827 0.402 -1.715
C: -1.556 1.051 -0.351
C: -0.175 0.835 0.219
O: 0.683 1.705 0.176
N: 0.097 -0.275 0.991
C: -0.693 -1.485 1.076
H: -0.889 0.278 -3.703
H: 0.132 0.984 -2.459
H: -1.213 1.902 -3.121
H: -2.889 0.572 -1.907
H: -1.722 -0.666 -1.601
H: -2.261 0.605 0.364
H: -1.728 2.122 -0.262
H: 0.748 -0.076 1.731
H: -1.595 -1.422 0.475
H: -1.144 -1.629 2.066
H: -0.080 -2.335 0.808
O: 5.881 -1.297 3.638
H: 5.735 -1.706 2.784
H: 5.396 -0.467 3.599

Properties
SMILES ... CCCC(=O)NC.O
Energy above the lowest of the compared OMol25 structures with the same formula, charge and spin ... 21.84 kcal per mole
E_HOMO ... -9.555 eV
Calculated total energy ... -10980.932 eV

# 3
Density functional theory data (wB97M-V/def2-TZVPD) for C16H23NO3 in the gas phase.

Element x y z (Å)
C: -5.955 -0.520 -2.521
C: -5.751 -0.579 -1.012
C: -4.278 -0.441 -0.635
C: -4.064 -0.516 0.877
C: -2.606 -0.354 1.235
C: -2.203 0.187 2.567
C: -2.027 1.038 1.333
C: -0.688 1.404 0.783
O: -0.500 2.488 0.268
N: 0.265 0.436 0.907
C: 1.602 0.463 0.500
C: 2.213 1.577 -0.056
C: 3.547 1.511 -0.416
C: 4.310 0.364 -0.245
O: 5.643 0.289 -0.580
C: 6.264 1.425 -1.124
C: 3.690 -0.774 0.306
O: 4.253 -1.992 0.554
C: 5.550 -2.307 0.100
C: 2.351 -0.696 0.668
H: -7.009 -0.615 -2.769
H: -5.413 -1.325 -3.011
H: -5.592 0.426 -2.917
H: -6.134 -1.528 -0.631
H: -6.321 0.223 -0.538
H: -3.706 -1.235 -1.120
H: -3.895 0.513 -1.003
H: -4.650 0.264 1.366
H: -4.421 -1.482 1.247
H: -1.976 -1.117 0.791
H: -1.326 -0.204 3.060
H: -2.983 0.479 3.255
H: -2.723 1.858 1.209
H: -0.014 -0.435 1.334
H: 1.653 2.483 -0.205
H: 3.997 2.394 -0.840
H: 5.804 1.724 -2.072
H: 7.297 1.131 -1.304
H: 6.245 2.270 -0.428
H: 5.641 -2.179 -0.980
H: 5.690 -3.358 0.354
H: 6.312 -1.707 0.600
H: 1.909 -1.584 1.094

Properties
SMILES ... CCCC[C@@H]1C[C@H]1C(=O)Nc1ccc(OC)c(OC)c1
Energy above the lowest of the compared OMol25 structures with the same formula, charge and spin ... 65.24 kcal per mole
E_HOMO ... -7.716 eV
Calculated total energy ... -24596.843 eV

> What is the formula in the third record?

C16H23NO3